{"formula": "C33H76N3O10PS", "method": "the ωB97M-V functional and the def2-TZVPD basis", "symbols": ["C", "C", "C", "C", "C", "C", "C", "C", "C", "C", "C", "C", "C", "C", "C", "C", "O", "S", "O", "O", "O", "C", "O", "C", "C", "C", "C", "P", "O", "O", "H", "H", "H", "H", "H", "H", "H", "H", "H", "H", "H", "H", "H", "H", "H", "H", "H", "H", "H", "H", "H", "H", "H", "H", "H", "H", "H", "H", "H", "H", "H", "H", "H", "H", "H", "H", "H", "H", "H", "H", "H", "H", "H", "C", "O", "C", "C", "C", "N", "H", "H", "H", "H", "H", "H", "H", "H", "H", "H", "H", "C", "O", "C", "C", "C", "N", "H", "H", "H", "H", "H", "H", "H", "H", "H", "H", "H", "C", "O", "C", "C", "C", "N", "H", "H", "H", "H", "H", "H", "H", "H", "H", "H", "H"], "xyz": [[-0.172, -3.614, -1.740], [0.014, -2.117, -1.995], [-1.215, -1.192, -1.787], [-2.576, -1.868, -1.609], [-2.842, -2.404, -0.193], [-3.464, -1.367, 0.763], [-2.464, -0.749, 1.757], [-2.523, -1.396, 3.141], [-1.356, -1.005, 4.065], [-1.735, -0.008, 5.163], [-0.687, 0.062, 6.274], [-0.901, 1.228, 7.256], [0.392, 1.949, 7.679], [0.421, 2.291, 9.173], [1.360, 3.454, 9.547], [2.573, 2.978, 10.321], [3.356, 1.991, 9.582], [4.264, 2.737, 8.510], [5.504, 2.057, 8.425], [3.522, 3.016, 7.328], [4.403, 4.090, 9.335], [3.648, 4.041, 10.606], [3.037, 5.243, 10.804], [3.858, 6.417, 10.944], [3.187, 7.560, 10.186], [4.000, 8.142, 9.025], [5.411, 8.608, 9.389], [4.762, 3.316, 12.041], [6.115, 2.963, 11.224], [5.125, 4.669, 12.884], [-1.038, -4.021, -2.263], [0.705, -4.155, -2.100], [-0.278, -3.847, -0.680], [0.830, -1.772, -1.357], [0.358, -2.003, -3.025], [-1.043, -0.546, -0.922], [-1.280, -0.521, -2.648], [-3.351, -1.130, -1.835], [-2.720, -2.657, -2.351], [-1.896, -2.736, 0.245], [-3.470, -3.295, -0.251], [-3.945, -0.577, 0.181], [-4.247, -1.862, 1.344], [-1.446, -0.852, 1.367], [-2.642, 0.326, 1.853], [-3.464, -1.096, 3.613], [-2.571, -2.482, 3.022], [-0.553, -0.570, 3.464], [-0.954, -1.902, 4.546], [-1.849, 0.991, 4.730], [-2.700, -0.299, 5.588], [-0.711, -0.883, 6.823], [0.302, 0.144, 5.815], [-1.385, 0.843, 8.158], [-1.599, 1.944, 6.815], [0.518, 2.868, 7.103], [1.246, 1.314, 7.437], [0.713, 1.392, 9.726], [-0.594, 2.528, 9.502], [0.840, 4.162, 10.192], [1.673, 3.994, 8.654], [2.254, 2.465, 11.228], [4.848, 6.205, 10.532], [3.965, 6.638, 12.006], [2.250, 7.163, 9.792], [2.915, 8.362, 10.876], [4.032, 7.427, 8.199], [3.452, 9.009, 8.649], [5.914, 7.932, 10.083], [6.041, 8.666, 8.501], [5.396, 9.599, 9.844], [6.737, 3.668, 11.020], [5.771, 5.271, 12.499], [1.746, -1.507, -5.933], [1.252, -2.728, -5.419], [0.002, -3.150, -5.930], [0.073, -3.896, -7.267], [0.333, -2.994, -8.468], [1.061, -4.978, -7.258], [0.930, -0.811, -6.152], [2.338, -1.650, -6.841], [2.387, -1.069, -5.168], [-0.401, -3.831, -5.174], [-0.681, -2.292, -6.003], [-0.910, -4.361, -7.403], [1.376, -2.683, -8.522], [0.113, -3.515, -9.397], [-0.287, -2.096, -8.430], [0.826, -5.654, -6.539], [1.956, -4.588, -6.974], [-4.772, -2.671, -4.969], [-5.318, -2.058, -3.820], [-6.523, -1.344, -4.015], [-7.790, -2.206, -3.988], [-8.003, -3.034, -5.251], [-7.850, -3.090, -2.824], [-4.955, -2.069, -5.865], [-5.170, -3.675, -5.133], [-3.695, -2.749, -4.813], [-6.575, -0.635, -3.185], [-6.469, -0.762, -4.946], [-8.628, -1.506, -3.904], [-7.340, -3.900, -5.272], [-9.025, -3.408, -5.282], [-7.824, -2.443, -6.151], [-7.841, -2.540, -1.971], [-6.996, -3.640, -2.795], [2.849, -0.387, -14.411], [1.782, -1.313, -14.432], [2.110, -2.634, -14.048], [2.102, -2.884, -12.536], [3.308, -2.305, -11.804], [0.880, -2.405, -11.887], [3.791, -0.860, -14.709], [2.984, 0.070, -13.427], [2.611, 0.399, -15.127], [1.344, -3.266, -14.504], [3.078, -2.922, -14.481], [2.128, -3.971, -12.410], [3.218, -1.224, -11.687], [3.376, -2.736, -10.806], [4.237, -2.517, -12.335], [0.074, -2.882, -12.279], [0.749, -1.428, -12.133]], "atomic_forces_ev_per_a": [[0.10, -0.01, 0.01], [-0.11, -0.04, -0.02], [0.02, -0.07, 0.05], [-0.13, 0.15, 0.02], [0.15, -0.01, 0.01], [0.15, -0.12, 0.11], [0.01, 0.08, -0.05], [0.03, 0.14, -0.04], [-0.21, -0.01, 0.09], [0.15, -0.07, -0.02], [-0.14, 0.17, -0.12], [0.11, -0.19, 0.13], [-0.06, -0.08, 0.05], [0.00, 0.00, -0.05], [-0.11, -0.11, 0.10], [0.03, -0.05, -0.25], [-0.11, 0.03, -0.01], [-0.06, -0.01, -0.07], [-0.06, 0.05, -0.02], [0.09, -0.03, 0.03], [0.11, 0.03, 0.14], [0.13, -0.13, -0.02], [-0.04, -0.01, 0.16], [0.01, 0.01, -0.07], [0.01, 0.09, -0.02], [-0.03, 0.13, -0.02], [0.01, 0.01, -0.06], [-0.25, 0.17, -0.15], [0.09, -0.15, 0.42], [0.17, -0.17, 0.14], [-0.01, 0.01, 0.01], [0.00, 0.01, 0.00], [-0.06, 0.00, -0.01], [0.04, 0.05, -0.08], [0.05, -0.02, 0.02], [-0.02, 0.01, -0.01], [0.02, 0.03, 0.02], [-0.03, -0.06, -0.05], [0.09, -0.02, 0.01], [-0.05, -0.11, 0.00], [-0.08, 0.07, -0.03], [-0.07, -0.05, -0.02], [-0.11, 0.14, -0.03], [-0.02, 0.01, -0.05], [0.03, 0.00, 0.05], [-0.04, -0.14, -0.01], [0.06, 0.00, -0.02], [0.11, -0.12, 0.05], [0.05, 0.01, -0.04], [-0.14, -0.02, -0.02], [-0.02, 0.11, 0.02], [0.18, -0.03, -0.03], [0.00, 0.01, 0.00], [-0.10, 0.01, -0.05], [0.01, 0.05, 0.06], [0.01, -0.05, -0.07], [0.08, 0.10, 0.02], [-0.09, 0.00, 0.03], [0.01, 0.08, -0.03], [0.06, 0.05, -0.01], [0.00, 0.06, 0.03], [0.15, 0.00, 0.04], [-0.03, 0.00, -0.05], [-0.07, 0.01, -0.04], [-0.03, 0.05, 0.03], [0.08, -0.03, 0.05], [0.08, -0.12, 0.11], [-0.04, -0.09, -0.12], [0.00, -0.01, 0.00], [-0.03, 0.06, 0.00], [-0.01, -0.04, 0.09], [-0.08, 0.09, -0.30], [-0.08, 0.08, -0.08], [0.00, 0.01, 0.06], [0.03, -0.01, -0.05], [-0.07, -0.02, 0.08], [0.09, 0.00, -0.04], [-0.07, -0.01, 0.02], [-0.03, 0.00, 0.09], [0.00, 0.01, 0.00], [-0.03, 0.00, -0.02], [0.00, 0.00, 0.00], [0.03, 0.00, 0.02], [0.00, 0.00, -0.04], [-0.02, 0.03, 0.01], [0.00, 0.00, 0.03], [0.04, -0.02, 0.00], [0.01, 0.01, 0.00], [-0.02, -0.02, -0.03], [0.01, 0.00, -0.04], [0.06, 0.03, 0.02], [0.00, -0.05, -0.01], [-0.01, 0.05, 0.03], [0.00, -0.07, 0.00], [-0.02, 0.01, -0.01], [0.06, 0.07, 0.04], [0.01, 0.00, -0.01], [-0.02, 0.01, -0.02], [0.00, 0.00, 0.00], [0.03, -0.01, 0.01], [-0.03, -0.02, -0.01], [0.02, 0.03, -0.02], [0.02, 0.01, 0.00], [0.01, -0.02, 0.02], [0.00, 0.00, 0.00], [-0.05, 0.00, -0.01], [-0.02, -0.03, -0.02], [-0.01, 0.00, -0.04], [0.02, 0.03, 0.04], [-0.02, -0.05, -0.02], [0.02, 0.05, 0.07], [0.01, -0.02, 0.01], [-0.08, 0.02, -0.15], [0.00, 0.01, 0.00], [0.02, -0.02, 0.01], [0.00, 0.00, 0.00], [-0.01, 0.03, -0.01], [0.01, 0.00, 0.03], [0.02, -0.01, -0.03], [0.00, 0.00, -0.02], [-0.02, 0.02, 0.01], [0.00, 0.00, 0.00], [0.02, -0.04, 0.04], [0.04, 0.01, 0.03]], "lowdin_charge": [-0.114, -0.230, -0.193, -0.219, -0.198, -0.197, -0.220, -0.214, -0.212, -0.230, -0.216, -0.201, -0.202, -0.179, -0.128, -0.288, -0.166, 0.582, -0.212, -0.219, -0.166, -0.535, -0.069, -0.177, -0.162, -0.249, -0.104, 0.956, -0.257, -0.279, 0.063, 0.070, 0.062, 0.101, 0.079, 0.096, 0.100, 0.097, 0.088, 0.093, 0.107, 0.101, 0.103, 0.096, 0.112, 0.107, 0.110, 0.110, 0.109, 0.114, 0.113, 0.114, 0.110, 0.105, 0.107, 0.114, 0.103, 0.118, 0.110, 0.126, 0.113, 0.147, 0.107, 0.118, 0.118, 0.114, 0.110, 0.105, 0.056, 0.072, 0.073, 0.076, 0.057, -0.106, -0.202, -0.216, -0.435, -0.076, 0.040, 0.091, 0.075, 0.087, 0.117, 0.118, 0.134, 0.059, 0.059, 0.079, 0.070, 0.069, -0.103, -0.199, -0.207, -0.438, -0.070, 0.039, 0.091, 0.078, 0.075, 0.122, 0.120, 0.134, 0.065, 0.075, 0.078, 0.071, 0.069, -0.109, -0.188, -0.210, -0.432, -0.066, 0.045, 0.090, 0.074, 0.087, 0.122, 0.119, 0.137, 0.065, 0.071, 0.079, 0.077, 0.075], "homo_energy_ev": -9.040, "charge": 0, "relative_energy_ev": 0.000, "gap_ev": 9.20, "smiles": "CCCCCCCCCCCCCCC[C@H]1OS(=O)(=O)O[C@]1(OCCCC)P(O)O.COC[C@@H](C)N.COC[C@@H](C)N.COC[C@@H](C)N"}


{"formula": "C5H20NO7", "method": "the ωB97M-V functional and the def2-TZVPD basis", "symbols": ["O", "C", "O", "C", "C", "C", "C", "N", "H", "H", "H", "H", "H", "H", "H", "H", "H", "H", "H", "H", "O", "H", "H", "O", "H", "H", "O", "H", "H", "O", "H", "H", "O"], "xyz": [[-0.968, 0.748, -1.718], [-2.097, 1.138, -1.523], [-2.761, 1.954, -2.328], [-2.946, 0.823, -0.285], [-2.854, -0.710, -0.041], [-1.422, -1.191, -0.139], [-0.535, -1.007, 0.817], [0.885, -1.218, 0.612], [-2.383, 2.192, -3.187], [-2.559, 1.386, 0.561], [-3.977, 1.095, -0.482], [-3.115, -0.996, 0.986], [-3.499, -1.328, -0.659], [-1.146, -1.457, -1.157], [-0.888, -0.520, 1.713], [1.302, -0.302, 0.340], [1.028, -1.793, -0.234], [1.437, -1.461, 1.429], [0.555, 0.993, -0.856], [1.395, 1.678, 0.388], [1.418, 1.139, -0.433], [1.728, -3.129, -2.403], [2.718, -2.036, -1.821], [1.956, -2.618, -1.647], [1.239, 0.624, 2.507], [2.236, -0.188, 3.398], [1.514, -0.271, 2.783], [2.881, 0.155, -1.127], [4.193, -0.555, -0.918], [3.233, -0.753, -1.028], [1.074, 3.003, 2.303], [-0.296, 2.390, 2.118], [0.652, 2.216, 2.033]], "atomic_forces_ev_per_a": [[-0.16, 0.45, -0.46], [-0.25, 0.80, 0.25], [-0.83, 0.13, -0.09], [0.17, -1.30, -0.90], [0.79, -0.48, 1.55], [-0.09, 0.27, -1.19], [-0.58, -0.05, 0.14], [-0.52, -0.08, -1.15], [0.64, -0.32, 0.22], [0.03, -0.01, 0.06], [-0.01, 0.27, 0.09], [-0.51, 0.58, -0.07], [-0.04, 0.38, -0.37], [0.40, -0.63, 0.39], [0.55, -0.25, 0.51], [-0.05, -0.12, -0.16], [0.40, -0.51, 0.15], [-0.31, -0.55, 0.21], [-0.36, 0.62, 0.13], [-0.73, -0.16, -0.94], [0.94, 0.39, 0.34], [-0.15, -0.62, -0.93], [-0.41, -0.24, -0.10], [-0.50, -0.15, 0.75], [0.26, -0.16, 0.53], [0.30, 0.20, 0.42], [-0.12, 0.16, 0.18], [-0.33, -0.43, -0.02], [-0.84, -0.57, -0.08], [2.32, 2.00, 0.45], [0.89, 1.56, 0.64], [0.19, -0.07, -0.02], [-1.10, -1.10, -0.52]], "nbo_charge": [-0.654, 0.834, -0.664, -0.500, -0.447, -0.119, -0.093, -0.760, 0.518, 0.226, 0.256, 0.232, 0.238, 0.224, 0.207, 0.455, 0.472, 0.469, 0.523, 0.513, -0.998, 0.483, 0.510, -0.996, 0.497, 0.495, -0.994, 0.512, 0.492, -0.977, 0.503, 0.505, -0.963], "homo_energy_ev": -13.027, "charge": 1, "relative_energy_ev": 0.000, "gap_ev": 10.10}


{"formula": "C26H35F2N4O10P", "method": "the ωB97M-V functional and the def2-TZVPD basis", "symbols": ["C", "C", "O", "P", "O", "C", "C", "C", "N", "C", "C", "O", "O", "C", "C", "O", "C", "O", "O", "N", "C", "O", "F", "C", "O", "F", "O", "C", "C", "H", "H", "H", "H", "H", "H", "H", "H", "H", "H", "H", "H", "H", "H", "H", "H", "H", "H", "H", "H", "H", "C", "N", "C", "C", "C", "C", "C", "C", "C", "C", "N", "C", "C", "C", "H", "H", "H", "H", "H", "H", "H", "H", "H", "H", "H", "H", "H", "H"], "xyz": [[2.250, -2.260, 1.940], [1.077, -1.227, 2.245], [1.592, -0.333, 3.234], [0.675, 1.033, 3.402], [-0.489, 0.893, 4.313], [0.056, 1.732, 1.796], [0.080, 3.296, 1.700], [-1.293, 4.028, 1.952], [-2.503, 3.247, 1.605], [-2.597, 2.921, 0.157], [-3.425, 1.605, -0.126], [-3.378, 1.163, -1.224], [-4.231, 0.969, 0.834], [-3.471, 0.296, 1.829], [-3.588, 0.722, 3.323], [-2.738, -0.587, 1.514], [-3.637, 4.101, 1.857], [-3.540, 5.184, 2.310], [-4.945, 3.687, 1.505], [-5.520, 2.946, 2.527], [-6.120, 3.836, 3.551], [-5.723, 3.824, 4.640], [-7.163, 4.647, 3.238], [-6.673, 2.234, 1.942], [-7.385, 2.688, 1.159], [-6.872, 0.983, 2.432], [1.696, 2.154, 4.088], [1.037, 2.917, 5.135], [2.041, 4.070, 5.514], [2.927, -2.309, 2.819], [2.856, -1.781, 1.121], [1.866, -3.249, 1.607], [0.221, -1.855, 2.596], [0.849, -0.747, 1.264], [-0.924, 1.252, 1.589], [0.757, 1.355, 0.997], [0.417, 3.544, 0.659], [0.833, 3.781, 2.366], [-1.276, 4.956, 1.316], [-1.297, 4.389, 3.008], [-1.622, 2.781, -0.352], [-3.116, 3.778, -0.345], [-3.010, 1.657, 3.518], [-3.163, -0.095, 3.939], [-4.651, 0.952, 3.537], [0.844, 2.342, 6.062], [0.137, 3.399, 4.696], [1.658, 4.618, 6.412], [2.149, 4.826, 4.704], [3.041, 3.669, 5.796], [5.956, -5.347, -7.775], [5.024, -4.775, -6.774], [4.620, -3.500, -6.910], [3.722, -2.947, -6.020], [3.217, -3.710, -4.970], [3.676, -5.020, -4.847], [4.579, -5.531, -5.757], [2.209, -3.173, -4.026], [0.974, -3.799, -3.875], [0.058, -3.322, -2.959], [0.344, -2.252, -2.200], [1.516, -1.609, -2.337], [2.460, -2.048, -3.243], [-0.627, -1.778, -1.185], [6.850, -4.725, -7.802], [5.450, -5.345, -8.740], [6.218, -6.363, -7.496], [5.019, -2.940, -7.746], [3.404, -1.922, -6.171], [3.335, -5.657, -4.038], [4.946, -6.547, -5.686], [0.711, -4.665, -4.471], [-0.906, -3.794, -2.820], [1.686, -0.750, -1.700], [3.402, -1.517, -3.312], [-0.857, -0.735, -1.398], [-0.161, -1.887, -0.208], [-1.532, -2.377, -1.234]], "atomic_forces_ev_per_a": [[-0.04, 1.52, -0.46], [1.14, -2.57, -0.50], [-1.24, 1.88, -1.01], [-0.62, 1.34, 2.62], [0.45, -0.63, -0.95], [1.69, -0.56, -0.60], [-0.57, 0.16, -0.65], [1.41, 0.65, -0.18], [-1.19, 1.00, -0.52], [-0.99, -0.60, 0.31], [0.18, 0.33, -0.10], [0.00, -0.28, -0.60], [1.24, 0.99, 0.57], [0.21, 0.53, 2.05], [-0.64, 0.10, -0.80], [0.43, -0.29, -0.93], [0.28, -0.57, 0.75], [0.13, 0.88, 0.54], [0.77, 0.18, -1.35], [-1.84, -0.81, 1.09], [-0.52, 0.79, -0.25], [0.73, -0.19, 1.45], [1.06, -1.05, -0.86], [0.87, -1.07, 0.63], [-1.10, 0.67, -1.61], [0.87, 1.21, 0.24], [-0.93, -2.03, -1.22], [1.22, 2.18, 0.51], [-0.34, -0.09, 0.29], [-0.65, -0.34, -0.50], [-0.29, -0.72, 0.61], [0.33, 0.62, 0.38], [0.29, 1.09, 0.02], [-0.16, 0.08, 0.97], [0.56, 0.45, 0.37], [-0.59, 0.35, 0.56], [-0.30, -0.21, 0.86], [-0.54, -0.65, -0.42], [0.01, -0.65, 0.66], [-0.57, -0.58, -0.84], [-0.51, 0.08, 0.66], [0.37, -0.94, -0.17], [-0.37, -0.84, -0.35], [-0.38, 0.56, -0.47], [0.80, -0.36, 0.14], [-0.19, -0.02, -0.99], [0.28, -0.62, 0.66], [0.17, -0.51, -0.74], [0.00, -0.66, 0.43], [-0.73, 0.19, -0.36], [0.02, 0.11, -0.09], [0.00, -0.14, 0.12], [-0.18, 0.05, 0.19], [0.00, 0.19, -0.04], [0.31, -0.24, -0.35], [-0.12, -0.09, 0.12], [-0.17, 0.17, 0.11], [-0.36, 0.14, 0.38], [0.02, -0.19, -0.10], [0.21, -0.02, -0.11], [-0.09, -0.15, -0.14], [0.13, -0.16, -0.16], [0.15, 0.14, -0.01], [0.00, 0.12, 0.08], [-0.03, -0.07, -0.07], [0.12, -0.02, 0.01], [-0.05, 0.08, 0.03], [0.02, -0.10, 0.02], [0.04, -0.07, -0.02], [0.04, 0.01, -0.07], [0.04, 0.07, -0.09], [-0.02, 0.06, 0.06], [0.03, 0.11, 0.07], [-0.08, -0.06, 0.01], [-0.07, -0.01, 0.03], [-0.09, -0.05, 0.11], [-0.14, 0.05, 0.00], [0.06, 0.07, -0.02]], "lowdin_charge": [-0.066, -0.304, -0.196, 0.616, -0.272, -0.200, -0.174, -0.150, -0.029, -0.025, -0.385, 0.154, 0.065, -0.433, 0.028, 0.117, -0.454, 0.211, 0.032, 0.057, -0.424, 0.249, 0.153, -0.452, 0.266, 0.141, -0.242, -0.269, -0.074, 0.088, 0.065, 0.072, 0.133, 0.066, 0.070, 0.083, 0.109, 0.111, 0.142, 0.134, 0.137, 0.160, 0.083, 0.098, 0.069, 0.126, 0.100, 0.086, 0.072, 0.082, 0.056, -0.074, 0.028, 0.061, -0.128, 0.059, 0.033, -0.130, 0.059, 0.037, -0.062, 0.027, 0.060, 0.064, 0.119, 0.120, 0.109, 0.162, 0.146, 0.146, 0.157, 0.146, 0.159, 0.157, 0.145, 0.115, 0.091, 0.116], "homo_energy_ev": -13.714, "charge": 2, "relative_energy_ev": 1.643, "gap_ev": 5.94}